(1)
Here is C5H9N in the gas phase at a distorted geometry from the OMol25 dataset. Energies are from ωB97M-V with the def2-TZVPD basis set.

Each line ends with the Löwdin charge.
Cartesian coordinates (Å):
C 1.89302 -1.76693 1.17010  -0.06
C 1.67203 -0.73875 0.28488  -0.30
N 0.88681 0.30500 0.45597  -0.05
C 0.10735 0.74194 -0.81575  -0.16
C -2.40990 1.17960 -0.50572  0.01
C -1.30564 0.33708 -0.51276  -0.18
H 1.67443 -1.57854 2.23055  0.03
H 1.64943 -2.74031 0.74165  0.03
H 1.97581 -0.93373 -0.79229  0.12
H 0.37265 0.63569 1.23652  0.12
H 0.52408 0.07456 -1.60868  0.11
H 0.25738 1.88749 -0.90090  0.14
H -3.43608 0.97975 -0.46335  0.02
H -2.36202 2.29055 -0.45952  0.06
H -1.49935 -0.67339 -0.06070  0.12

Its charge is 0. The calculation puts the maximum force at 4.971 eV Å⁻¹. The LUMO energy is 1.014 eV. The HOMO-LUMO gap is 8.390 eV.


(2)
Here is 2 unconnected molecules or ions with the total composition C7H14 from the OMol25 dataset. Energies are from ωB97M-V with the def2-TZVPD basis set.

Each line ends with the Löwdin charge.
Cartesian coordinates (Å):
C 2.05365 -0.62494 0.53414  -0.05
C 0.64280 -0.72524 0.02544  -0.34
C 0.45253 -1.17273 -1.39871  -0.06
C -0.42634 2.29068 -1.41091  -0.03
C -0.38847 -0.50519 0.82039  -0.27
C -0.88981 -0.28156 2.17907  -0.09
C -1.84031 -0.58167 1.00692  -0.09
H 2.07472 -0.19020 1.53879  0.08
H 2.49841 -1.62848 0.57878  0.08
H 2.68290 -0.01622 -0.12921  0.08
H 1.02890 -0.55553 -2.10092  0.08
H 0.81008 -2.20671 -1.50107  0.08
H -0.60225 -1.14249 -1.69124  0.08
H 0.07209 3.22541 -1.13888  0.02
H -0.02439 1.92637 -2.36226  0.02
H -1.50313 2.45746 -1.51048  0.02
H -0.23793 1.54507 -0.64162  -0.01
H -0.71382 -1.07070 2.91059  0.10
H -0.90534 0.72539 2.59792  0.10
H -2.47346 0.23271 0.64945  0.10
H -2.29932 -1.56911 0.95482  0.10

Its charge is 0. The calculation puts the maximum force at 0.274 eV Å⁻¹. The LUMO energy is 1.073 eV. The HOMO-LUMO gap is 9.928 eV.


(3)
Here is C5H9NO2 in the gas phase from the OMol25 dataset. Energies are from ωB97M-V with the def2-TZVPD basis set.

Each line ends with the Löwdin charge.
Cartesian coordinates (Å):
C -0.00682 -0.82323 -0.72838  -0.58
C -0.68277 0.35269 -0.00502  -0.02
C -0.49063 -2.20358 -0.28938  0.01
C 0.45678 2.34061 1.29288  -0.03
C 0.52605 1.06237 0.54907  -0.34
O 1.38789 -0.70303 -0.38811  -0.06
O -0.15975 -0.63340 -2.10461  0.03
N 1.61175 0.45488 0.31131  0.12
H 0.45123 -1.21490 -2.57049  0.11
H -1.22669 0.96610 -0.72366  0.13
H -1.36176 0.02727 0.78255  0.13
H 0.08929 -2.96959 -0.79900  0.09
H -1.54001 -2.31698 -0.54359  0.09
H -0.35298 -2.32072 0.78043  0.09
H -0.16246 2.22055 2.18177  0.08
H 1.45617 2.64948 1.58600  0.08
H 0.00469 3.11150 0.66823  0.08

Its charge is 0. The calculation puts the maximum force at 0.944 eV Å⁻¹. The LUMO energy is 0.880 eV. The HOMO-LUMO gap is 10.224 eV.


(4)
Here is a molecular structure, C5H10O2 from the OMol25 dataset. Energies are from ωB97M-V with the def2-TZVPD basis set.

Each line ends with the Löwdin charge.
Cartesian coordinates (Å):
C -1.22482 -2.45589 -0.45993  -0.19
O 0.16057 -2.44985 -0.22481  -0.13
C -0.27707 0.73429 0.58803  -0.26
C 0.80705 0.96377 1.58110  -0.05
C 0.48736 2.02528 0.55785  -0.17
C 0.97517 1.55214 -0.80197  -0.11
O 0.25722 0.29761 -0.66396  -0.12
H -1.48802 -2.07156 -1.45673  0.08
H -1.78560 -1.86700 0.28623  0.07
H -1.57256 -3.49127 -0.38952  0.08
H -1.31022 0.48547 0.80794  0.14
H 0.47502 1.18598 2.59243  0.11
H 1.72892 0.38989 1.50550  0.12
H 0.17195 3.03208 0.80490  0.13
H 0.57086 2.12210 -1.64463  0.12
H 2.05380 1.39981 -0.92744  0.12
H 0.47931 -1.56292 -0.45748  0.04

Its charge is 0. The calculation puts the maximum force at 0.486 eV Å⁻¹. The LUMO energy is 0.978 eV. The HOMO-LUMO gap is 10.727 eV.


Relative energy (zero: lowest compared OMol25 entry of this formula, charge and spin) for every record listed, in sequence, given in eV: 3.5948 1.9467 1.7250 3.6751.